{
  "formula": "C3H10NO2",
  "method": "ωB97M-V/def2-TZVPD",
  "species": ["N", "C", "H", "H", "O", "H", "C", "O", "C", "H", "H", "H", "H", "H", "H", "H"],
  "positions_angstrom": [[-0.4793, 1.3570, -0.0252], [0.9429, -0.4765, -0.9921], [0.7999, -0.0333, -1.9849], [2.0709, -0.5418, -0.8541], [-2.4488, 0.0541, -1.0563], [0.4444, -1.4861, -0.9452], [0.0554, -0.4129, 1.5257], [2.1441, -1.4329, -0.0788], [0.5227, 0.3345, 0.2656], [1.4459, 0.8174, 0.5889], [-3.2680, 0.4255, -1.2405], [-1.7832, 0.8591, -0.7706], [-0.4687, 0.4044, 2.1065], [-0.6757, -1.1944, 1.4323], [-0.1178, 2.2921, 0.0342], [0.8154, -0.9661, 1.9946]],
  "forces_ev_per_angstrom": [[0.513, -2.806, -0.790], [-5.975, -1.879, 3.236], [1.509, -0.108, -0.657], [4.655, -0.727, -0.027], [5.250, 1.114, 1.616], [0.012, 0.370, -0.543], [-3.024, 1.273, 0.329], [-0.283, 1.126, -2.113], [0.572, 1.820, -0.459], [0.039, 0.452, -0.087], [-3.039, 1.243, -0.904], [-2.531, -2.355, -0.596], [0.992, -1.229, 0.357], [-0.958, -0.065, -1.060], [0.440, 1.390, 0.730], [1.827, 0.382, 0.970]],
  "homo_energy_ev": [-20.60, -20.55],
  "s_squared": 0.76,
  "spin_multiplicity": 2,
  "total_charge": 2
}


{
  "formula": "C3H10NO2",
  "method": "ωB97M-V/def2-TZVPD",
  "species": ["N", "H", "H", "H", "H", "H", "C", "H", "H", "O", "H", "H", "O", "C", "H", "C"],
  "positions_angstrom": [[-0.5686, -0.6410, -0.5737], [-1.2906, -0.6220, -1.3108], [-0.5065, 1.4683, -0.2850], [-2.2735, -1.7197, 1.9058], [1.7105, 1.4132, 0.9037], [1.5330, 1.8036, -1.9684], [1.2370, 0.4680, 0.6353], [-1.9957, -0.3129, 2.4093], [0.0126, -1.4214, -0.9025], [-1.7530, -0.9294, 1.7048], [-1.0873, -0.9255, 0.3639], [0.6701, 0.2259, 1.5319], [1.1611, -0.0407, -2.5842], [0.9400, 0.8603, -1.8475], [1.9855, -0.3074, 0.4814], [0.2255, 0.6808, -0.4640]],
  "forces_ev_per_angstrom": [[-0.364, -0.091, -1.063], [-0.128, 0.393, 0.331], [0.256, 0.316, -0.209], [0.010, -0.165, -0.009], [0.288, -0.024, -0.218], [-0.277, 0.257, -0.264], [0.490, 1.141, 0.461], [0.099, 0.223, -0.089], [0.293, 0.028, 0.562], [-0.292, -0.387, 0.234], [0.421, 0.858, -0.081], [-0.269, -0.260, 0.061], [-0.430, 0.278, -0.129], [1.353, 0.108, 0.619], [-0.064, -0.019, -0.289], [-1.387, -2.656, 0.084]],
  "homo_energy_ev": [-20.88, -20.88],
  "s_squared": 0.76,
  "spin_multiplicity": 2,
  "total_charge": 2
}


{
  "formula": "C3H10NO2S",
  "method": "ωB97M-V/def2-TZVPD",
  "species": ["H", "H", "C", "H", "H", "C", "O", "C", "H", "N", "H", "H", "H", "S", "H", "O", "H"],
  "positions_angstrom": [[1.4561, 0.4533, -0.0450], [1.8496, -2.9178, -0.2843], [0.7070, 1.1565, -0.4120], [-0.9206, 1.5559, 2.0969], [-1.9277, -1.0147, -0.3929], [-0.9559, 0.6828, 1.4339], [-1.3354, -0.3602, 1.9047], [-0.7382, 0.8075, -0.0532], [0.4871, -3.3349, -0.8444], [-1.0500, -0.5601, -0.6315], [-1.2996, 1.6046, -0.5371], [-1.0568, -0.4833, -1.6495], [-0.2224, -1.1327, -0.3810], [1.2290, 2.7610, 0.2845], [1.8597, 2.2109, 1.3665], [0.9404, -2.6077, -0.3850], [0.9776, 1.1790, -1.4707]],
  "forces_ev_per_angstrom": [[-0.394, -0.354, 0.336], [-0.062, 0.154, 0.077], [1.520, -0.025, 0.232], [0.508, 0.294, -0.407], [-0.030, 0.136, 0.790], [-1.363, -0.108, 0.970], [0.366, -0.102, -0.406], [0.747, -0.010, -0.562], [0.250, 0.196, 0.252], [0.758, 0.813, -0.969], [-0.750, -0.259, 0.272], [0.163, 0.005, -0.064], [-0.365, -0.711, 0.018], [0.167, -0.327, 0.483], [-0.357, 0.418, -0.489], [-0.307, -0.263, -0.369], [-0.852, 0.143, -0.163]],
  "homo_energy_ev": -13.27,
  "spin_multiplicity": 1,
  "total_charge": 1
}


{
  "formula": "C3H10NO3",
  "method": "ωB97M-V/def2-TZVPD",
  "species": ["H", "H", "C", "O", "O", "C", "H", "H", "H", "H", "H", "C", "N", "H", "H", "H", "O"],
  "positions_angstrom": [[1.0914, -1.2124, 1.5313], [2.2229, -0.3711, -0.6887], [-1.0319, 0.6766, 1.7370], [-0.8688, -0.2578, 2.6631], [-0.8696, -1.1368, -2.8660], [0.2341, 0.4760, 0.6241], [-1.9429, 0.5380, 1.1214], [0.6465, 1.2240, -1.3001], [-0.9864, 1.6933, 2.1787], [-0.7932, 1.7187, -0.8776], [0.0310, -1.5831, -0.0022], [0.7093, -0.9190, 0.5517], [-0.1680, 0.9291, -0.7639], [-0.7414, -0.2073, -2.6359], [1.0104, 1.1752, 0.9359], [-0.5833, -1.6095, -2.0973], [2.0400, -1.1340, -0.1116]],
  "forces_ev_per_angstrom": [[-1.623, -0.387, 0.228], [-0.165, -0.534, 0.233], [1.848, -2.049, -0.386], [-0.399, -0.051, 0.643], [-0.317, 0.225, -1.261], [-1.822, 2.454, -0.708], [-0.284, 0.397, -0.308], [0.064, -0.132, 0.144], [0.046, 0.503, -0.654], [-0.232, -0.067, 0.923], [-0.134, 0.123, 0.787], [2.189, -0.768, 0.217], [0.461, -0.234, -0.671], [0.005, -0.194, 0.537], [0.412, -0.310, 0.440], [0.260, -0.180, 0.756], [-0.309, 1.206, -0.919]],
  "homo_energy_ev": -2.66,
  "spin_multiplicity": 1,
  "total_charge": -1
}


{
  "formula": "C3H10NO3",
  "method": "ωB97M-V/def2-TZVPD",
  "species": ["O", "H", "H", "H", "H", "C", "O", "H", "O", "C", "C", "H", "H", "H", "N", "H", "H"],
  "positions_angstrom": [[1.4481, -0.0367, -0.2360], [0.6599, -2.2924, 1.0717], [-0.7781, 0.1425, -1.3318], [2.0526, 0.5125, 0.2787], [-0.1694, 0.6570, 0.8561], [0.3161, -1.3498, 1.4890], [1.1507, 3.2809, -0.7635], [1.0243, -1.0490, 2.2592], [-0.1299, 1.8184, -1.8822], [0.2432, -0.2682, 0.4275], [0.0842, 2.8315, -1.0128], [0.6919, 1.6383, -2.3800], [-0.6513, -1.4875, 1.9655], [-0.8757, 3.1301, -0.5652], [-0.6666, -0.6822, -0.6997], [-1.5705, -1.0277, -0.3658], [-0.1836, -1.4247, -1.2233]],
  "forces_ev_per_angstrom": [[-0.105, -0.194, -0.192], [0.043, -0.101, -0.098], [-0.017, -0.322, 0.249], [-0.096, 0.007, 0.062], [-0.052, -0.163, -0.200], [-0.042, 0.160, -0.183], [0.280, 0.127, 0.025], [-0.005, 0.062, -0.022], [-0.088, -0.378, -0.735], [0.338, 0.170, 0.682], [-0.319, 0.152, 0.349], [-0.069, 0.147, 0.268], [-0.108, -0.050, 0.072], [0.131, 0.071, -0.019], [0.192, 0.138, -0.246], [0.132, 0.077, -0.103], [-0.216, 0.095, 0.091]],
  "homo_energy_ev": -14.91,
  "spin_multiplicity": 1,
  "total_charge": 1
}


{
  "formula": "C3H10NO3",
  "method": "ωB97M-V/def2-TZVPD",
  "species": ["O", "C", "H", "N", "H", "C", "H", "O", "H", "H", "H", "H", "C", "H", "H", "O", "H"],
  "positions_angstrom": [[-1.5599, -1.7299, -1.2955], [0.2680, 0.5076, 1.3038], [0.9069, 0.8819, -1.0796], [1.5537, 0.0552, -0.8860], [0.6699, 1.1138, 2.1225], [1.3055, -0.3405, 0.5512], [2.5324, 0.2870, -1.0328], [-0.4364, 1.5474, -0.7105], [-2.1684, -1.8287, -2.0311], [2.2287, -0.4445, 1.1240], [-2.0805, -1.8625, -0.4995], [-0.3146, -0.2292, 1.8896], [-0.7174, 1.1882, 0.4402], [0.9328, -1.3866, 0.5501], [-2.4239, 1.7688, 0.1416], [-1.9668, 1.2415, 0.8179], [1.2699, -0.7694, -1.4059]],
  "forces_ev_per_angstrom": [[0.478, 0.245, 0.213], [-0.468, -1.245, 1.467], [-0.143, -0.253, -0.116], [0.316, -0.367, 1.092], [0.150, 0.454, -0.627], [-0.185, -1.106, 0.625], [-0.013, -0.101, -0.255], [0.082, 0.414, 0.901], [-0.119, -0.045, -0.079], [0.082, 0.554, -0.315], [-0.201, -0.128, -0.039], [0.108, 0.309, -0.212], [-0.023, 0.095, -2.468], [0.075, 0.720, -0.392], [-0.265, -0.096, -0.020], [0.017, 0.276, 0.944], [0.107, 0.272, -0.719]],
  "homo_energy_ev": -15.32,
  "spin_multiplicity": 1,
  "total_charge": 1
}


{
  "formula": "C3H10NO3",
  "method": "ωB97M-V/def2-TZVPD",
  "species": ["H", "H", "H", "C", "O", "H", "H", "H", "C", "O", "H", "H", "C", "O", "H", "H", "N"],
  "positions_angstrom": [[-2.8187, 1.4603, -0.9040], [3.8071, -1.0848, 1.5904], [-2.7716, -0.2512, -0.7416], [-2.1876, 0.5243, -1.0798], [-0.2055, -1.3508, -1.4192], [0.6091, -1.8140, -1.6039], [-2.0437, 1.7023, 1.2763], [-0.3363, 2.2570, 0.9114], [-0.0602, -0.4106, -0.4408], [0.9243, -0.3800, 0.4002], [1.8538, -0.7223, 0.4936], [4.1301, -1.4160, 0.0949], [-0.9809, 1.3006, 1.0266], [3.4114, -1.4302, 0.7676], [-1.7861, 0.4148, -1.9762], [-0.5721, 0.7155, 1.7969], [-0.9732, 0.4850, -0.1923]],
  "forces_ev_per_angstrom": [[1.464, -1.044, -0.464], [-0.115, -0.280, -0.485], [-1.540, -2.025, 0.157], [-0.324, 2.783, 4.342], [-0.715, 2.374, 1.490], [0.647, -0.277, 0.078], [1.833, -1.188, -0.610], [-0.903, -1.669, -0.003], [1.064, -0.962, 0.326], [-0.170, 0.399, 0.366], [0.180, -0.861, -0.918], [-0.674, 0.013, 0.716], [-0.553, 2.979, -0.564], [0.388, 0.510, -0.235], [0.760, -0.369, -4.418], [0.281, -0.512, 1.243], [-1.624, 0.129, -1.021]],
  "homo_energy_ev": -14.86,
  "spin_multiplicity": 1,
  "total_charge": 1
}


{
  "formula": "C3H10NO4",
  "method": "ωB97M-V/def2-TZVPD",
  "species": ["H", "H", "H", "H", "O", "H", "C", "H", "H", "O", "H", "N", "C", "O", "C", "O", "H", "H"],
  "positions_angstrom": [[0.3615, 1.4186, -0.9022], [-3.6121, -1.2631, -1.3250], [-0.3398, -0.6525, 1.0080], [2.2281, 0.3009, 2.7753], [-3.0189, -1.3179, -0.5663], [1.7157, -1.5238, 0.8440], [1.6743, -0.4106, 0.7534], [-2.1146, -0.7989, -0.8257], [-0.9480, 1.5289, 0.3718], [3.8453, -0.1277, 1.6925], [2.0555, -0.2989, -0.2791], [0.3407, 0.1429, 0.9856], [2.6398, 0.0134, 1.7923], [-0.8730, -0.1145, -1.0009], [-0.2841, 0.8215, -0.1906], [-2.5732, 1.1226, -2.4818], [-3.1887, 0.5849, -1.9905], [-1.6697, 0.9303, -2.0840]],
  "forces_ev_per_angstrom": [[0.386, -0.171, 1.450], [0.211, -0.169, 0.142], [0.875, 0.796, 0.347], [-0.337, 0.309, -0.138], [0.270, 0.345, -0.411], [-0.297, 0.431, 0.183], [-0.651, -0.815, -0.643], [-0.693, -0.415, 0.664], [-0.229, -0.159, -0.889], [-0.414, 0.368, -0.065], [-0.054, 0.478, 0.410], [0.059, -0.942, -0.532], [1.490, -0.643, 0.297], [0.434, 0.494, -0.005], [-0.505, -0.072, -0.426], [0.529, 0.997, -0.822], [0.140, -0.155, 0.430], [-1.214, -0.677, 0.008]],
  "homo_energy_ev": -4.58,
  "spin_multiplicity": 1,
  "total_charge": -1
}


Calculated total energy (computed, eV): -8824.654; -8836.912; -19686.379; -10904.559; -10899.319; -10899.652; -10898.708; -12953.290
Energy above the lowest of the compared OMol25 structures with the same formula, charge and spin (computed, kcal/mol): 301.3; 18.6; 12.3; 32.8; 26.4; 18.7; 40.5; 69.7